1.
Formula: C12H12N2O7S2
Source: the OMol25 dataset
Level of theory: the ωB97M-V functional and the def2-TZVPD basis

```
35
Properties=species:S:1:pos:R:3:forces:R:3:mulliken_charge:R:1
O -0.9926 -0.1491 1.4417 0.2 2.8 -5.0 -0.510
S -0.8603 0.5404 0.0354 0.8 -1.6 4.1 0.756
O -0.1159 2.0626 0.3929 -0.2 -1.9 0.5 -0.444
O -2.3828 0.9497 -0.6132 1.0 0.6 2.3 -0.295
S -3.6499 0.7230 0.5043 -0.8 0.6 0.4 -0.027
H 0.6793 1.7880 0.9625 -1.5 0.5 -1.0 0.339
H -3.6911 1.8322 1.3831 0.6 -0.7 -1.3 0.160
C -0.3154 -5.0802 3.9082 -0.1 0.1 -0.1 -0.360
C -1.5920 -5.6372 3.9988 0.0 0.3 -0.2 -0.434
C -2.6771 -5.0028 3.3911 0.0 0.0 0.0 -0.340
C -2.4708 -3.8077 2.6882 0.8 -0.5 0.5 -0.031
C -1.1916 -3.2422 2.6023 -0.1 0.0 -0.1 -0.079
C -0.1146 -3.8844 3.2165 -0.4 -0.2 0.1 -0.517
N -3.6031 -3.1493 2.0257 -1.0 0.6 -0.7 0.879
O -4.7223 -3.6707 2.1408 1.5 0.8 -0.1 -0.590
O -3.3746 -2.1126 1.3861 -0.4 -1.8 1.0 -0.483
H 0.5286 -5.5815 4.3789 -0.2 0.1 -0.1 0.362
H -1.7408 -6.5686 4.5409 0.0 0.2 -0.1 0.363
H -3.6657 -5.4497 3.4708 0.2 0.3 -0.1 0.421
H -1.0181 -2.3127 2.0641 -0.3 -0.2 0.1 0.438
H 0.8828 -3.4550 3.1529 -0.2 0.0 0.0 0.390
C 2.0258 5.1147 -4.4622 0.0 -0.1 0.1 -0.362
C 1.3968 4.8937 -3.2359 0.3 -0.3 -0.1 -0.502
C 1.7927 3.8254 -2.4288 0.1 0.0 0.0 -0.238
C 2.8274 2.9836 -2.8594 -0.3 0.8 -0.6 0.083
C 3.4554 3.1986 -4.0935 0.0 0.0 0.0 -0.339
C 3.0489 4.2685 -4.8932 -0.2 -0.1 0.4 -0.425
N 3.2654 1.8741 -2.0040 0.5 -1.0 0.7 0.942
O 2.6723 1.7054 -0.9281 0.9 0.2 -1.5 -0.565
O 4.2055 1.1726 -2.4043 -1.5 1.0 0.7 -0.575
H 1.7175 5.9524 -5.0855 0.1 -0.2 0.1 0.364
H 0.5992 5.5567 -2.9075 0.2 -0.2 0.0 0.372
H 1.2926 3.6667 -1.4759 0.2 -0.2 -0.2 0.458
H 4.2564 2.5501 -4.4422 -0.2 0.1 0.3 0.424
H 3.5322 4.4456 -5.8515 -0.1 -0.1 0.2 0.363
```
Positions in Å, forces in eV/Å.

Computed properties:
Kohn-Sham gap = 8.6 eV
charge = 0
highest occupied orbital energy = -0.34578 hartree
E = -1896.76677 Ha


2.
Formula: C12H12N2S
Source: the OMol25 dataset
Level of theory: the ωB97M-V functional and the def2-TZVPD basis

```
27
Properties=species:S:1:pos:R:3:forces:R:3:mulliken_charge:R:1
C -1.7608 0.7286 3.1996 0.0 -0.8 -0.2 -0.653
C -2.1269 -0.5927 2.9536 -0.5 -1.0 0.3 -0.338
C -1.4588 -1.3691 2.0096 0.5 1.3 -0.2 -0.906
C -0.4231 -0.7837 1.2810 0.2 -0.3 -0.2 0.387
C -0.0507 0.5374 1.4741 -0.9 -0.4 1.2 0.427
C -0.7451 1.2693 2.4454 0.9 1.3 -0.3 -0.448
C 1.1636 0.9051 0.6914 -0.2 0.3 -0.4 -1.190
C 1.3579 -0.2745 -0.2568 0.3 -0.5 0.2 -0.177
C 0.5114 -1.4641 0.2943 -0.5 0.2 -1.1 0.192
N -0.1754 -2.0478 -0.9161 -0.1 0.6 -1.1 -0.821
C -0.0237 -1.1804 -1.8915 0.2 -1.9 3.0 0.327
S -0.5195 -1.2151 -3.5841 0.4 0.5 0.4 -0.137
C 0.0874 0.5172 -3.7567 -1.1 0.8 0.5 -0.566
C 1.1212 0.7317 -2.6709 1.4 -0.6 0.7 -0.663
N 0.7078 -0.0926 -1.5342 -0.1 1.6 -1.5 0.151
H -2.2278 1.2693 4.0091 -0.1 0.2 -0.1 0.409
H -2.9358 -1.0750 3.5280 0.5 0.4 -0.2 0.319
H -1.6862 -2.3859 1.8075 -0.4 -0.7 0.1 0.478
H -0.4531 2.3112 2.6343 -0.1 -0.4 -0.1 0.364
H 2.0394 1.0283 1.3125 0.2 0.1 0.3 0.318
H 1.0038 1.8343 0.1488 0.2 0.2 -0.1 0.357
H 2.4224 -0.5774 -0.3191 -0.3 0.3 -0.5 0.406
H 1.1349 -2.2097 0.7987 -0.2 -0.1 -0.2 0.442
H 0.4676 0.7595 -4.7470 0.0 -0.3 0.0 0.430
H -0.7556 1.2168 -3.5351 0.4 -0.7 -0.3 0.292
H 1.1961 1.7895 -2.3907 0.0 -0.2 -0.1 0.282
H 2.1290 0.3698 -2.9856 -0.4 0.4 -0.1 0.319
```
Positions in Å, forces in eV/Å.

Computed properties:
SMILES = c1ccc2c(c1)C[C@H]1[C@@H]2N=C2SCCN21
Kohn-Sham gap = 9.0 eV
charge = 0
ΔE to the lowest compared entry with this formula, charge and spin = 0.0 kJ/mol
highest occupied orbital energy = -0.30382 hartree
E = -972.16993 Ha


3.
Formula: C12H13BeClO
Source: the OMol25 dataset
Level of theory: the ωB97M-V functional and the def2-TZVPD basis

```
28
Properties=species:S:1:pos:R:3:forces:R:3:mulliken_charge:R:1
C 1.6160 -1.7556 -0.0692 -1.8 -1.8 -1.2 -0.445
C 1.2472 -1.5758 -1.4543 -0.1 -0.8 0.7 -0.919
C -0.1413 -1.8019 -1.5823 0.6 -0.6 0.6 -0.049
H 1.9407 -1.3984 -2.2722 -0.1 0.3 0.2 0.334
C -0.6775 -2.1180 -0.3213 0.7 -0.5 0.3 -0.928
C 0.3709 -2.0314 0.6657 0.6 -2.4 -2.4 -0.219
H 0.3768 -2.5906 1.5875 -0.2 0.4 0.4 0.682
H 2.5905 -1.9947 0.3027 0.4 0.4 0.2 0.611
H -0.6973 -1.8106 -2.5140 0.1 0.3 0.2 0.479
H -1.6930 -2.4607 -0.1389 0.1 0.5 0.1 0.321
Be 0.8925 -0.2657 0.6414 -1.6 1.3 0.2 -0.420
Cl 2.3610 0.9054 0.4081 1.6 1.1 0.7 -0.454
C -0.4528 2.2995 -0.2129 -0.3 -0.2 -1.2 -0.517
C -1.6718 1.5693 -0.3061 0.7 0.6 -1.7 -0.680
C -1.6904 0.8957 -1.5590 0.9 1.2 0.3 -0.700
H -2.5052 1.6587 0.3596 -0.2 -0.3 0.5 0.421
C -0.4651 1.2001 -2.2439 -0.6 0.9 1.1 -0.453
C 0.2963 2.0768 -1.4208 -1.8 -0.2 0.1 -0.825
H 1.2295 2.5333 -1.6932 0.3 -0.1 0.1 0.436
H -0.1908 2.9893 0.5790 0.1 -0.1 0.1 0.510
H -2.5035 0.3068 -1.9388 -0.2 -0.4 -0.1 0.432
H -0.1789 0.8667 -3.2267 0.1 -0.2 -0.2 0.489
C 0.3261 0.5896 2.9895 0.2 0.4 1.9 -1.372
C -0.4758 -0.0081 1.9025 3.3 0.6 -3.1 1.095
O -1.6311 -0.2847 1.8051 -2.0 -0.4 1.7 -0.592
H 1.2876 0.0117 3.0207 -0.7 0.5 0.2 0.173
H -0.1657 0.5596 3.9831 0.1 0.2 0.2 0.474
H 0.6051 1.6337 2.7090 -0.3 -0.8 0.1 0.115
```
Positions in Å, forces in eV/Å.

Computed properties:
Kohn-Sham gap = 4.4 eV
charge = -2
highest occupied orbital energy = 0.03938 hartree
E = -1015.14324 Ha


4.
Formula: C12H13BrO2Pd
Source: the OMol25 dataset
Level of theory: the ωB97M-V functional and the def2-TZVPD basis

```
29
Properties=species:S:1:pos:R:3:forces:R:3:mulliken_charge:R:1
C -1.1777 -1.1424 -2.0166 0.0 0.0 -0.4 -0.186
C -1.6230 -2.3016 -1.2218 -0.7 0.5 -1.5 -0.798
C -2.7125 -1.8773 -0.3320 -0.7 -0.1 -0.5 -0.277
H -0.9727 -3.1509 -1.1323 -0.5 -0.7 -0.2 0.488
C -2.8657 -0.4312 -0.5196 -0.6 0.1 -1.7 -0.448
C -1.9330 0.0139 -1.5821 -0.4 0.2 0.0 -0.357
H -1.5875 1.0655 -1.8289 -1.1 -1.4 0.3 0.308
H -0.2707 -1.0423 -2.6880 -1.5 -0.6 0.9 0.278
H -3.1631 -2.4581 0.5176 0.5 0.6 -1.3 0.337
H -3.4600 0.2457 0.0905 0.0 -0.4 -0.3 0.406
Pd -0.9672 -0.9077 0.0720 5.2 2.3 6.2 0.718
Br 1.4850 -2.4896 1.2333 -0.3 0.7 -0.7 -0.558
C 2.7093 1.1074 -0.2738 -0.7 0.3 -0.4 -0.224
C 1.8600 1.8771 -1.1274 0.0 -0.8 0.1 -0.180
C 1.7255 1.1684 -2.3706 0.5 -0.5 0.4 -0.336
H 1.3035 2.7678 -0.8352 0.3 -0.3 -0.1 0.360
C 2.5024 -0.0359 -2.2736 -0.5 0.7 0.2 -0.246
C 3.1312 -0.0511 -0.9934 -0.6 -0.3 -0.1 -0.381
H 3.7098 -0.8708 -0.5806 0.0 0.2 -0.1 0.460
H 2.8857 1.3061 0.7749 0.1 0.0 -0.2 0.376
H 1.0979 1.4606 -3.2215 0.4 -0.1 0.5 0.446
H 2.5230 -0.8334 -3.0144 0.2 0.3 0.2 0.417
C -0.4751 1.1755 3.9050 0.3 0.6 1.0 -1.122
C -0.7425 0.6413 2.5456 -1.3 -1.9 -0.6 0.942
O -1.5977 -0.3380 2.5321 1.8 1.5 -1.4 -0.673
O -0.1388 1.1263 1.5354 -0.6 -0.9 0.1 -0.642
H -1.2153 1.9263 4.1891 -0.1 0.0 -0.2 0.263
H 0.4973 1.6532 3.9495 0.2 0.1 0.0 0.301
H -0.5283 0.3953 4.6668 0.0 0.0 -0.3 0.326
```
Positions in Å, forces in eV/Å.

Computed properties:
Kohn-Sham gap (spin up / spin down) = 7.3 / 3.4 eV
⟨S²⟩ = 6.01
multiplicity = 5
charge = 0
ΔE to the lowest compared entry with this formula, charge and spin = 0.0 kJ/mol
highest occupied orbital energy (spin up / spin down) = -0.25953 / -0.28597 hartree
E = -3317.17553 Ha


5.
Formula: C12H13Cl2N2O2Os
Source: the OMol25 dataset
Level of theory: the ωB97M-V functional and the def2-TZVPD basis

```
32
Properties=species:S:1:pos:R:3:forces:R:3:mulliken_charge:R:1
Os 0.0019 -1.1276 0.1875 0.2 -0.4 -0.8 1.020
C 2.7457 1.7356 2.0036 0.0 0.0 0.1 -1.514
C 1.5729 1.2901 1.2207 -0.1 0.2 -0.1 1.472
O 1.2690 0.0638 1.2606 0.0 -0.2 0.0 -0.555
C 0.7565 2.2261 0.4644 0.3 -0.1 0.1 0.097
C 0.9086 3.6050 0.5987 0.0 -0.1 0.0 -0.560
C 0.0475 4.4767 -0.0600 0.0 0.1 0.0 -0.797
C -0.9982 3.9957 -0.8397 0.0 -0.2 0.0 -0.614
C -1.1676 2.6222 -0.9999 -0.2 0.2 -0.1 -0.534
C -0.2922 1.7647 -0.3594 0.3 0.0 -0.2 0.758
O -0.4868 0.4314 -0.5577 -0.7 0.5 0.7 -0.432
H 3.2795 0.8829 2.4123 0.0 0.0 0.0 0.346
H 2.4107 2.3700 2.8309 0.0 0.0 0.0 0.450
H 3.4118 2.3388 1.3834 0.0 0.0 0.0 0.464
H 1.6858 4.0178 1.2272 0.0 -0.1 0.0 0.479
H 0.1985 5.5430 0.0444 0.0 0.0 0.0 0.455
H -1.6790 4.6867 -1.3185 0.0 0.0 -0.1 0.456
H -1.9525 2.2096 -1.6197 0.0 0.1 0.0 0.493
Cl 2.0102 -2.3555 -0.2256 -0.1 -0.1 0.1 0.034
C 1.8234 -3.3856 1.2572 0.1 0.0 0.1 -0.176
Cl 0.2832 -2.8148 1.9773 -0.1 0.1 0.0 0.025
H 2.6443 -3.1922 1.9417 0.0 0.0 0.0 0.379
H 1.7207 -4.4239 0.9540 0.0 0.0 0.0 0.388
N -1.4645 -2.2693 -2.1436 0.0 -0.2 0.0 -0.053
C -2.4390 -3.1018 -2.4868 0.1 0.1 0.0 -0.003
C -2.9710 -3.6643 -1.3156 0.0 0.0 0.1 -0.648
C -2.2599 -3.1079 -0.2930 -0.1 0.1 0.0 -0.155
N -1.3171 -2.2265 -0.7843 0.3 0.0 0.2 0.113
H -0.8985 -1.6964 -2.7553 0.0 0.0 0.0 0.233
H -2.7074 -3.2537 -3.5237 0.0 0.0 0.0 0.483
H -3.7739 -4.3805 -1.2506 0.0 0.0 0.0 0.436
H -2.3627 -3.2598 0.7696 0.0 0.0 0.0 0.461
```
Positions in Å, forces in eV/Å.

Computed properties:
Kohn-Sham gap (spin up / spin down) = 5.5 / 5.3 eV
charge = +3
highest occupied orbital energy (spin up / spin down) = -0.70521 / -0.70474 hartree
E = -1734.92649 Ha


6.
Formula: C12H13N2
Source: the OMol25 dataset
Level of theory: the ωB97M-V functional and the def2-TZVPD basis

```
27
Properties=species:S:1:pos:R:3:forces:R:3:mulliken_charge:R:1
C -3.7927 0.9878 0.2297 -1.7 -1.1 0.0 -0.372
C -4.1477 -0.3453 -0.1196 -1.6 0.2 0.1 -0.360
C -2.4810 1.3671 0.3787 1.4 0.4 -0.9 -0.596
C -3.1208 -1.2491 -0.5237 -2.7 0.8 0.5 -0.089
C -1.5388 0.4664 -0.1618 -0.7 -0.4 0.6 0.587
C 2.0699 2.0268 -0.4457 0.8 0.8 -1.5 -0.414
C 0.6064 1.9645 -0.4344 0.0 0.8 0.0 0.127
C 2.8912 1.0684 0.0490 -2.2 1.5 -0.1 -0.534
C -0.1295 0.9155 -0.2482 0.3 -3.6 0.8 0.073
C 2.2932 -0.0388 0.8298 -0.2 0.5 0.5 -0.928
C 0.6902 -1.8934 0.4527 0.4 -0.3 -1.4 -0.294
C 1.4150 -1.6122 -0.8336 -0.2 -0.4 -0.6 -0.493
N -1.9101 -0.7706 -0.5811 2.6 0.1 -0.4 -0.410
N 1.1609 -0.5933 0.1466 -1.8 3.3 -1.6 0.073
H -4.5944 1.7161 0.3902 0.3 -0.4 0.3 0.410
H -5.2942 -0.6485 -0.0690 2.7 0.6 -0.3 0.261
H -2.1746 2.3795 0.7328 -0.4 -1.0 -0.3 0.374
H -3.4371 -2.3078 -0.8271 1.1 1.6 0.4 0.334
H 2.3148 2.9268 -1.1099 0.7 -1.5 1.4 0.298
H 0.0517 2.8888 -0.6936 0.3 -0.6 0.1 0.384
H 3.9376 1.0765 0.0508 1.3 0.5 -0.5 0.497
H 3.0272 -0.7473 1.1713 0.3 -0.9 -0.5 0.540
H 1.8879 0.3084 1.7479 -0.3 0.8 1.1 0.416
H -0.3473 -1.9684 0.2374 -0.8 -0.6 0.9 0.218
H 1.3366 -2.3341 1.1772 -0.6 -0.9 0.7 0.335
H 2.4168 -1.9267 -0.8154 1.3 -0.3 -0.2 0.336
H 1.0183 -1.5749 -1.8536 -0.5 0.1 0.8 0.229
```
Positions in Å, forces in eV/Å.

Computed properties:
Kohn-Sham gap = 8.6 eV
charge = +1
ΔE to the lowest compared entry with this formula, charge and spin = 408.9 kJ/mol
highest occupied orbital energy = -0.46870 hartree
E = -574.17038 Ha